No. 1
C6H10N | the ωB97M-V functional and the def2-TZVPD basis

Summary:
Total charge: +1
Relative energy (zero: lowest compared OMol25 entry of this formula, charge and spin), eV: 3.997

XYZ file:
```
17
Properties=species:S:1:pos:R:3:forces:R:3
C -2.899571 0.265252 0.388395 -1.359 3.389 -0.006
C -2.233135 -0.794814 0.797302 1.318 0.536 0.613
C -0.291983 0.896260 -0.057951 2.492 1.248 -2.617
C -1.484573 0.355535 0.462339 -3.571 -1.605 -1.399
C 2.082789 0.741922 -0.144785 -0.263 -0.841 0.320
C 0.769364 -1.386782 -0.322546 -1.117 0.713 -2.592
N 0.811611 0.022035 -0.262724 0.921 1.999 1.007
H -3.887229 0.894403 0.231796 2.219 -1.749 0.167
H -2.244699 -1.775438 1.213876 0.016 -0.539 0.001
H -0.251393 1.571088 -1.067076 -1.860 -1.379 1.643
H 0.057444 1.748247 0.497623 -0.148 0.446 1.303
H 2.038113 1.771823 -0.471418 -0.509 0.389 0.221
H 2.577442 0.652710 0.821650 -0.294 0.238 0.401
H 2.776120 0.339309 -0.820188 1.000 -0.924 -1.133
H 1.111074 -1.693190 -1.300063 0.502 -0.371 -0.428
H 1.315208 -1.890726 0.381508 1.317 -1.185 2.144
H -0.246582 -1.717633 -0.347737 -0.665 -0.364 0.356
```
Forces are in eV/Å.

---

No. 2
C4H4N2O2 | the ωB97M-V functional and the def2-TZVPD basis

Summary:
Relative energy (zero: lowest compared OMol25 entry of this formula, charge and spin), eV: 5.248

XYZ file:
```
12
Properties=species:S:1:pos:R:3:forces:R:3
O 0.919411 2.976071 -0.417481 2.279 -5.211 0.114
C 1.151676 1.720550 -0.295982 0.693 5.342 1.007
N 0.144902 0.927120 0.086942 -1.925 -7.704 1.246
N -1.062760 0.974547 0.778362 -2.406 2.186 -1.326
C -1.759356 -0.162887 0.646868 2.140 0.175 -1.055
C -0.821500 -1.130094 0.085968 -2.475 -4.494 1.499
C 0.292592 -0.510388 -0.171474 1.665 2.855 -2.011
O 1.307378 -1.061396 -0.917378 0.404 -3.957 4.101
H 2.151050 0.979152 -0.244404 -1.998 2.671 -0.969
H -2.899515 -0.309135 0.668722 2.145 0.679 1.003
H -0.763248 -2.350335 0.077748 -0.986 3.314 -0.284
H 1.339369 -2.053204 -0.297891 0.463 4.142 -3.323
```
Forces are in eV/Å.

---

No. 3
C36H60Cl18GaI2N2O4 | the ωB97M-V functional and the def2-TZVPD basis

Summary:
Total charge: -1

XYZ file:
```
123
Properties=species:S:1:pos:R:3:forces:R:3
C 2.175996 -1.046176 1.880120 -0.463 0.439 -1.445
C 0.570260 -1.457312 1.655785 0.671 -4.199 0.287
O 0.327985 -2.758485 1.493068 0.685 7.574 0.454
N -0.405588 -0.319656 1.607110 0.820 -1.883 2.768
C -0.804622 0.231927 2.939688 -1.743 -0.406 3.855
C 0.135316 1.482064 3.534741 0.004 -1.697 0.304
O -1.787138 -0.171095 3.745588 5.326 2.055 -5.163
Ga -1.798716 -0.476246 0.307553 -0.976 0.497 -1.398
C -2.477667 1.462853 -0.171015 -0.348 1.473 -0.700
C -1.767689 2.632828 0.737883 0.866 0.460 -1.199
C -1.529774 4.019429 -0.162215 -3.774 3.422 -0.496
N -0.105844 4.285479 -0.692554 -1.021 -1.658 1.758
O -2.500873 4.897849 -0.440558 5.905 -5.196 1.685
C -0.869903 -1.140771 -1.467704 1.607 0.221 -2.044
C 0.593852 -0.429082 -1.722552 0.467 3.200 -1.329
O 0.758744 0.859339 -2.111528 -0.900 -7.185 2.358
C 1.985708 -1.328152 -1.507308 3.425 -1.701 0.469
C 3.475177 -0.573135 -1.553964 0.139 -4.594 0.874
C 4.832415 -1.482116 -1.288408 -3.288 -1.335 -0.214
C 4.801856 -3.097465 -0.983352 -4.494 1.322 -1.851
C 3.352288 -3.865480 -0.984405 0.187 4.557 -0.720
C 2.011249 -2.948893 -1.245506 2.051 1.188 0.147
C -3.322287 -1.797865 0.700308 -2.092 0.165 -1.453
I -3.022860 -3.139059 2.398099 -0.310 0.285 -0.602
C -4.831472 -1.089572 0.839024 -0.152 -2.849 -1.600
C -5.434032 -0.605443 -0.632169 -1.096 -0.399 0.467
I -4.962924 0.422972 2.410407 -0.060 -0.613 -0.698
H 2.862534 -1.851720 1.329080 -1.708 1.578 1.542
H 2.342622 -0.041482 1.257319 -0.365 -2.033 1.645
H 2.456416 -0.895412 3.006024 -0.639 -0.332 -2.135
H 0.770055 1.995848 2.690875 -1.311 -0.992 1.701
H -0.567257 2.204533 4.129720 2.014 -2.382 -1.524
H 0.868536 0.994431 4.340526 -1.493 0.873 -1.917
H -2.188394 1.710372 -1.302620 -0.540 -0.719 2.301
H -3.641926 1.562913 -0.113063 2.214 -0.002 -0.052
H -0.666859 2.240630 0.973842 -2.432 1.011 -0.142
H -2.371882 2.925873 1.697986 1.225 -0.641 -1.926
H 0.305124 3.305326 -0.747448 -0.473 1.418 -0.058
H 0.465251 4.734169 0.084229 -1.190 -0.534 -1.072
H -0.819862 -2.311407 -1.470781 0.277 2.177 0.008
H -1.547448 -0.829778 -2.399052 1.455 -0.454 2.135
H 3.589679 0.573894 -1.759500 -0.391 -2.541 0.460
H 5.880535 -0.960522 -1.316766 -2.300 -1.075 0.127
H 5.754195 -3.742414 -0.761569 -2.152 1.638 -1.102
H 3.207538 -5.030762 -0.774261 0.492 2.966 -0.499
H 0.969809 -3.530255 -1.203339 2.561 1.543 -0.052
H -3.427918 -2.501445 -0.259109 0.138 1.391 2.241
H -5.542155 -1.987586 1.176699 1.408 2.239 -0.434
H -5.458810 0.555713 -0.772311 0.396 -2.318 0.132
H -4.920147 -1.191963 -1.519287 -0.750 1.424 1.849
H -6.574502 -0.958367 -0.646307 2.410 0.812 0.060
Cl 1.909112 -0.218905 6.896154 0.041 0.034 -0.023
C 2.704807 1.222685 7.576733 0.099 0.174 0.101
C 2.354585 2.488044 6.810140 -0.084 0.026 0.243
Cl 3.058475 2.500811 5.174040 0.090 0.020 0.073
H 3.784245 1.041968 7.584437 -0.237 0.057 -0.117
H 2.367162 1.310107 8.613605 -0.014 0.057 -0.184
H 2.753901 3.361840 7.333324 0.000 -0.182 -0.039
H 1.271700 2.614257 6.714758 0.206 -0.142 -0.063
Cl -1.435032 3.887699 4.105994 -0.932 1.598 0.266
C -2.885102 4.173621 5.101004 -0.355 0.206 0.207
C -4.169570 3.881326 4.341952 -0.002 -0.129 0.179
Cl -4.463633 5.058013 3.037581 0.093 -0.057 0.002
H -2.853569 5.208364 5.456273 -0.043 -0.181 -0.176
H -2.807528 3.513226 5.969687 -0.039 -0.006 -0.203
H -5.024643 3.941897 5.021567 0.193 0.020 -0.027
H -4.156935 2.880391 3.899642 0.126 0.221 0.029
Cl -3.573903 -4.091221 -2.301721 -0.028 -0.026 -0.072
C -3.115050 -4.548036 -3.961623 0.086 0.006 -0.230
C -1.950891 -3.721434 -4.484038 0.071 -0.374 0.029
Cl -2.401231 -2.019539 -4.754585 -0.006 -0.052 -0.032
H -3.999605 -4.445577 -4.597994 0.185 0.090 0.149
H -2.837328 -5.605769 -3.932957 0.067 0.180 -0.006
H -1.616936 -4.117480 -5.447530 -0.210 0.183 0.377
H -1.101069 -3.742227 -3.794807 -0.228 0.104 -0.037
Cl -8.281056 -1.500024 3.890207 -0.034 -0.046 -0.056
C -8.672220 -3.212321 3.590990 -0.062 -0.210 -0.021
C -7.868962 -3.792163 2.437728 0.109 -0.140 0.310
Cl -8.345139 -3.096738 0.868623 -0.008 0.042 -0.013
H -9.749014 -3.287206 3.409851 0.243 0.062 -0.062
H -8.443947 -3.754465 4.513336 0.067 0.043 -0.190
H -8.040135 -4.870562 2.371011 -0.046 0.175 0.044
H -6.795541 -3.625805 2.570999 -0.192 0.082 -0.026
Cl -7.278708 0.134596 -7.543813 -0.079 -0.009 -0.013
C -5.663545 0.665483 -7.010981 0.361 0.109 0.129
C -5.011793 -0.334335 -6.069154 0.076 0.075 -0.199
Cl -5.837552 -0.411845 -4.492905 -0.019 -0.020 -0.068
H -5.767371 1.650069 -6.544383 -0.044 -0.282 -0.020
H -5.054745 0.778940 -7.912779 -0.067 -0.102 0.153
H -3.977686 -0.037938 -5.870489 -0.219 0.044 -0.076
H -5.000709 -1.341795 -6.496435 -0.069 0.237 0.097
Cl 5.639489 -2.910550 1.404980 0.632 0.233 1.680
C 7.295248 -2.909771 2.062979 0.095 -0.005 0.315
C 7.737430 -1.523766 2.504476 0.025 -0.288 0.363
Cl 7.961372 -0.417578 1.126563 -0.012 0.060 -0.052
H 7.963169 -3.321860 1.300110 -0.130 0.178 0.089
H 7.295417 -3.590875 2.919044 0.072 0.192 -0.043
H 8.700710 -1.587513 3.018989 -0.101 -0.003 -0.128
H 7.015057 -1.070077 3.190051 0.074 -0.099 -0.254
Cl 3.490456 6.356163 -4.325880 0.096 0.043 -0.075
C 2.040386 6.642085 -3.330870 -0.356 0.014 0.249
C 0.755918 6.349790 -4.089922 0.010 -0.301 0.403
Cl 0.461855 7.526477 -5.394293 0.040 0.088 -0.129
H 2.071919 7.676829 -2.975602 -0.015 -0.195 -0.203
H 2.117961 5.981690 -2.462187 -0.137 0.023 -0.220
H -0.099155 6.410361 -3.410308 0.216 -0.016 -0.032
H 0.768553 5.348856 -4.532232 0.079 0.266 0.077
Cl -0.659073 -5.336828 -7.230549 0.118 -0.202 -0.227
C -0.125012 -4.192379 -8.487337 0.133 0.248 -0.323
C 1.271585 -3.654850 -8.218945 0.017 -0.077 -0.109
Cl 1.318952 -2.583076 -6.797148 -0.053 -0.097 -0.016
H -0.862624 -3.385965 -8.546741 0.194 -0.148 0.145
H -0.138538 -4.736308 -9.436393 0.072 0.050 0.169
H 1.612177 -3.062558 -9.073276 -0.158 -0.093 0.089
H 1.990424 -4.464195 -8.058007 -0.226 0.129 0.033
Cl 11.229597 0.511524 3.663541 -0.035 -0.053 0.016
C 10.414566 2.053388 3.299013 -0.180 0.317 -0.101
C 9.934999 2.761082 4.556248 0.226 0.148 -0.141
Cl 8.596090 1.893581 5.348215 0.021 -0.042 0.009
H 9.587303 1.845454 2.613227 0.129 -0.051 0.223
H 11.142357 2.679185 2.774181 -0.090 -0.064 0.169
H 9.560426 3.756946 4.301997 0.035 -0.196 -0.056
H 10.742554 2.877463 5.285617 -0.169 -0.138 -0.157
```
Forces are in eV/Å.

---

Number 1: HOMO -12.1 eV, HOMO-LUMO gap 7.04 eV. Number 2: HOMO -9.5 eV, HOMO-LUMO gap 9.44 eV. Number 3: HOMO -5.4 eV, HOMO-LUMO gap 7.08 eV.